1.
C3H6N14O2Pt as an isolated structure in a non-equilibrium geometry, computed with ωB97M-V/def2-TZVPD.

```
! RIJCOSX wB97M-V def2-TZVPD def2/J DEFGRID3
* xyz 0 1
Pt 0.00 0.04 -1.19
N 0.00 0.37 1.62
N 0.00 1.74 1.91
C 0.00 2.64 0.91
N 0.00 3.94 1.16
N 0.00 2.12 -0.30
N 0.00 2.81 -1.45
O 0.00 4.03 -1.48
O 0.00 2.06 -2.43
H -0.84 -0.09 1.96
H 0.84 -0.09 1.96
H 0.00 2.06 2.87
H 0.00 4.33 2.09
H 0.00 4.55 0.34
N 0.00 -3.46 -0.73
C 1.19 -2.82 -0.71
N 2.37 -3.36 -0.43
N 3.24 -2.37 -0.48
N 2.66 -1.26 -0.78
N 1.37 -1.48 -0.93
C -1.20 -2.82 -0.71
N -2.37 -3.36 -0.43
N -3.24 -2.37 -0.48
N -2.66 -1.26 -0.78
N -1.37 -1.48 -0.93
H 0.00 -4.46 -0.58
*
```

Properties
**Energy relative to the best compared isomer or geometry (same formula, charge and spin)**: 11.8 kcal per mole
**Orbital gap**: 6.26 eV
**Lowest unoccupied orbital energy**: -1.9 eV
**Calculated total energy**: -31403.281 eV
**E_HOMO**: -8.162 eV

---

2.
One molecule with the formula C6H5FN2O2S in a non-equilibrium geometry, computed with ωB97M-V/def2-TZVPD.

```
! RIJCOSX wB97M-V def2-TZVPD def2/J DEFGRID3
* xyz 0 1
C -0.70 -0.10 0.86
C 0.46 0.10 1.63
C -0.79 -0.05 -0.52
C 1.64 0.14 0.86
C 0.41 0.12 -1.23
C 1.69 0.26 -0.53
N 0.37 0.27 -2.59
N 2.76 0.37 -1.23
O 0.81 -0.38 -5.12
O 2.30 1.39 -4.26
F 3.90 0.33 -0.46
S 1.80 0.05 -4.15
H -1.61 -0.41 1.37
H 0.54 -0.12 2.67
H -1.66 -0.35 -1.01
H 2.62 0.00 1.29
H -0.56 0.41 -2.89
*
```

Properties
**Energy relative to the best compared isomer or geometry (same formula, charge and spin)**: 0.0 kcal per mole
**Orbital gap (alpha / beta)**: 6.87 / 6.64 eV
**Lowest unoccupied orbital energy (alpha / beta)**: -2.4 / -2.6 eV
**Calculated total energy**: -26926.238 eV
**E_HOMO (alpha / beta)**: -9.302 / -9.273 eV

---

3.
A 15-piece molecular cluster, C30H75N15O15 overall in a non-equilibrium geometry, computed with ωB97M-V/def2-TZVPD.

```
! RIJCOSX wB97M-V def2-TZVPD def2/J DEFGRID3
* xyz 0 1
O 3.51 0.00 -4.44
C 2.31 -0.16 -4.80
N 1.56 0.84 -5.28
C 1.60 -1.51 -4.60
H 1.89 1.79 -5.13
H 0.57 0.70 -5.53
H 0.67 -1.23 -4.04
H 2.30 -2.18 -4.11
H 1.31 -1.88 -5.64
O -4.76 -0.22 3.65
C -5.12 -0.67 2.59
N -5.74 -1.89 2.46
C -4.81 -0.01 1.29
H -6.06 -2.28 3.33
H -5.66 -2.53 1.63
H -4.02 0.73 1.46
H -5.76 0.46 0.89
H -4.42 -0.78 0.60
O -3.48 2.75 -1.24
C -3.73 3.70 -0.55
N -4.48 3.71 0.58
C -3.18 5.09 -0.88
H -4.49 4.60 1.13
H -4.79 2.87 1.03
H -4.11 5.73 -0.89
H -2.89 5.25 -1.89
H -2.42 5.36 -0.11
O 4.87 -2.76 0.34
C 3.69 -3.01 0.09
N 3.09 -2.40 -0.95
C 2.87 -3.97 0.94
H 3.67 -1.92 -1.59
H 2.12 -2.64 -1.15
H 2.05 -3.39 1.38
H 3.56 -4.37 1.70
H 2.53 -4.78 0.37
O -5.19 -3.48 0.02
C -4.17 -3.43 -0.58
N -3.01 -3.03 -0.05
C -3.97 -3.88 -2.02
H -2.98 -2.92 0.96
H -2.09 -3.18 -0.49
H -2.94 -4.12 -2.07
H -4.13 -3.05 -2.75
H -4.46 -4.74 -2.32
O -0.89 -1.19 6.79
C -1.97 -1.00 6.22
N -2.16 -0.91 4.92
C -3.17 -0.63 7.01
H -1.38 -1.04 4.28
H -3.11 -0.74 4.46
H -3.17 0.40 7.38
H -3.24 -1.27 7.89
H -4.05 -0.72 6.45
O 3.55 1.37 -0.11
C 3.86 1.43 -1.26
N 3.19 2.19 -2.24
C 5.04 0.61 -1.78
H 3.35 1.86 -3.19
H 2.34 2.53 -1.87
H 5.51 0.08 -0.88
H 5.84 1.29 -2.22
H 4.71 -0.05 -2.53
O -0.09 -2.55 0.05
C -0.04 -1.42 0.49
N 0.04 -1.09 1.77
C -0.06 -0.22 -0.43
H 0.21 -1.86 2.41
H 0.13 -0.16 2.16
H 0.58 -0.35 -1.31
H 0.09 0.68 0.12
H -1.08 -0.15 -0.87
O 0.97 -3.18 3.62
C 1.31 -2.88 4.76
N 1.99 -1.70 4.98
C 1.01 -3.60 5.96
H 2.22 -1.38 5.91
H 2.54 -1.32 4.21
H 0.57 -2.95 6.70
H 2.01 -3.99 6.32
H 0.16 -4.28 5.89
O 5.22 1.10 3.23
C 5.52 0.04 2.68
N 5.31 -0.08 1.34
C 6.15 -1.06 3.49
H 5.45 -1.04 0.90
H 4.72 0.56 0.87
H 7.19 -0.83 3.62
H 6.00 -2.02 3.00
H 5.58 -0.99 4.42
O -1.28 -0.02 -5.18
C -1.92 0.44 -4.19
N -2.40 -0.34 -3.21
C -2.16 1.91 -4.13
H -3.10 0.20 -2.77
H -2.64 -1.34 -3.37
H -2.46 2.29 -3.14
H -3.06 2.10 -4.80
H -1.31 2.49 -4.43
O -2.42 5.72 2.80
C -1.87 4.65 3.11
N -1.50 3.76 2.21
C -1.59 4.32 4.52
H -1.88 3.73 1.28
H -0.93 2.92 2.43
H -1.74 5.15 5.21
H -0.61 3.95 4.72
H -2.37 3.58 4.85
O 2.76 3.41 -5.45
C 3.97 3.49 -5.55
N 4.77 2.42 -5.84
C 4.63 4.78 -5.22
H 4.36 1.49 -5.92
H 5.77 2.49 -5.88
H 3.90 5.51 -4.82
H 5.09 5.14 -6.20
H 5.46 4.67 -4.50
O -4.14 -2.12 -5.38
C -3.45 -2.51 -6.27
N -2.05 -2.61 -6.09
C -4.03 -3.03 -7.59
H -1.69 -1.90 -5.47
H -1.53 -2.67 -6.97
H -4.36 -2.15 -8.12
H -4.91 -3.57 -7.28
H -3.27 -3.62 -8.15
O 0.34 1.46 2.71
C 1.28 1.26 3.47
N 2.55 1.13 3.06
C 1.15 1.13 4.99
H 2.73 1.19 2.02
H 3.52 1.05 3.54
H 0.48 1.96 5.27
H 2.13 1.14 5.53
H 0.55 0.31 5.23
*
```

Properties
**Energy relative to the best compared isomer or geometry (same formula, charge and spin)**: 33.1 kcal per mole
**Orbital gap**: 9.94 eV
**Lowest unoccupied orbital energy**: 0.5 eV
**Calculated total energy**: -85400.402 eV
**E_HOMO**: -9.492 eV

---

4.
A 2-piece molecular cluster, C6H11NO overall in a non-equilibrium geometry, computed with ωB97M-V/def2-TZVPD.

```
! RIJCOSX wB97M-V def2-TZVPD def2/J DEFGRID3
* xyz 0 1
O 2.37 -0.44 -0.76
C 2.79 0.11 0.27
N 1.65 0.12 1.26
C 0.78 -1.08 1.27
C -0.73 -0.70 1.12
C -1.08 0.55 0.80
C -2.24 0.87 0.14
C -0.17 0.22 -2.29
H 1.93 0.60 2.10
H 1.09 -1.53 0.30
H 1.13 -1.65 2.24
H 0.97 0.45 -2.27
H -1.35 -1.50 1.46
H -0.30 1.39 0.84
H -2.32 1.90 -0.28
H -3.09 0.35 0.47
H -0.18 -0.85 -2.64
H -0.72 1.07 -2.76
H -0.53 0.12 -1.25
*
```

Properties
**Energy relative to the best compared isomer or geometry (same formula, charge and spin)**: 179.9 kcal per mole
**Orbital gap**: 4.11 eV
**Lowest unoccupied orbital energy**: -2.7 eV
**Calculated total energy**: -9930.654 eV
**E_HOMO**: -6.801 eV

---

5.
One molecule with the formula C2HNO2S in a non-equilibrium geometry, computed with ωB97M-V/def2-TZVPD.

```
! RIJCOSX wB97M-V def2-TZVPD def2/J DEFGRID3
* xyz 0 1
S -1.64 -0.90 0.46
C -0.31 -0.10 0.11
O 0.68 -0.63 -0.71
C 1.57 0.32 -0.77
N 1.36 1.39 -0.13
O 0.17 1.05 0.56
H 2.42 0.01 -1.33
*
```

Properties
**Energy relative to the best compared isomer or geometry (same formula, charge and spin)**: 59.4 kcal per mole
**Orbital gap**: 10.05 eV
**Lowest unoccupied orbital energy**: 0.5 eV
**Calculated total energy**: -18508.243 eV
**E_HOMO**: -9.579 eV

---

6.
One molecule with the formula C20H21N3O3, computed with ωB97M-V/def2-TZVPD.

```
! RIJCOSX wB97M-V def2-TZVPD def2/J DEFGRID3
* xyz 0 1
O -0.77 2.12 -3.13
C -1.21 1.18 -2.51
C -2.32 1.35 -1.45
N -2.06 0.58 -0.27
N -2.78 -0.53 -0.06
C -2.38 -1.06 1.07
C -1.35 -0.28 1.63
C -0.59 -0.40 2.85
O -0.69 -1.26 3.68
O 0.34 0.59 3.04
C 0.57 1.60 2.15
C 1.58 2.49 2.49
C 1.90 3.53 1.64
C 1.22 3.69 0.45
C 0.21 2.82 0.10
C -0.14 1.76 0.95
C -1.16 0.78 0.72
N -0.83 -0.10 -2.68
C 0.30 -0.48 -3.49
C 1.55 -0.70 -2.63
C 1.31 -1.72 -1.56
C 1.33 -1.45 -0.25
C 1.09 -2.57 0.71
C 1.96 -3.78 0.35
C 1.98 -4.07 -1.16
C 1.04 -3.15 -1.95
H -2.43 2.41 -1.22
H -3.26 0.98 -1.87
H -2.81 -1.96 1.45
H 2.11 2.34 3.42
H 2.69 4.21 1.91
H 1.48 4.49 -0.22
H -0.29 2.94 -0.85
H -1.22 -0.81 -2.07
H 0.04 -1.39 -4.04
H 0.47 0.33 -4.20
H 1.84 0.25 -2.17
H 2.36 -1.03 -3.28
H 1.54 -0.46 0.12
H 0.03 -2.86 0.66
H 1.28 -2.26 1.74
H 2.98 -3.58 0.70
H 1.59 -4.65 0.91
H 1.70 -5.11 -1.35
H 2.99 -3.93 -1.54
H 1.19 -3.30 -3.01
H 0.01 -3.41 -1.71
*
```

Properties
**Energy relative to the best compared isomer or geometry (same formula, charge and spin)**: 49.8 kcal per mole
**Orbital gap**: 9.11 eV
**Lowest unoccupied orbital energy**: 0.2 eV
**Calculated total energy**: -31694.507 eV
**E_HOMO**: -8.894 eV